--- P ---
Here is C25H32F3NO4S as an isolated structure from the Open Molecules 2025 dataset. Energies are from ωB97M-V/def2-TZVPD.

Properties
HOMO level: -8.87 eV
LUMO energy: -0.5 eV
Net charge: 0

Last column: Mulliken charge in e.
Cartesian coordinates (Å):
1 C 36.1229 43.4277 38.7247  -0.96
2 C 35.1728 42.4479 38.0914  0.68
3 O 35.4229 42.0000 36.8215  -0.55
4 N 34.0358 41.8687 39.0189  0.19
5 H 34.2085 42.0734 40.1520  0.00
6 H 33.3148 42.4276 38.7929  0.32
7 C 33.6535 40.5749 38.5143  -0.92
8 H 35.5402 44.3319 38.7462  0.27
9 H 36.9113 43.4090 37.9255  0.32
10 H 36.5034 43.0132 39.4962  0.36
11 H 32.7956 40.0100 39.0654  0.31
12 H 34.4382 39.9382 38.9311  0.33
13 H 33.6676 40.3304 37.4714  0.40
14 O 34.6142 41.8535 41.4678  -0.63
15 H 35.1708 41.7098 42.2534  -0.10
16 F 29.6423 40.7602 46.1552  -0.26
17 C 29.9751 41.0426 44.9742  0.21
18 C 31.4120 41.5291 44.7172  -0.85
19 C 31.7574 41.8839 43.3641  0.55
20 C 30.8495 41.7655 42.3251  -0.69
21 C 29.5753 41.1285 42.4919  -0.63
22 C 29.1257 40.7961 43.8024  -0.48
23 H 32.0733 41.7781 45.4751  0.76
24 H 32.8151 42.2038 43.0142  -0.06
25 H 30.9847 41.8277 41.3952  0.89
26 H 29.0564 40.7728 41.5549  0.31
27 H 28.0842 40.3514 43.9616  0.28
28 F 35.8812 41.9758 49.0335  -0.30
29 C 36.0269 41.4048 47.7513  0.23
30 C 34.9032 41.4808 46.9206  -0.31
31 C 35.0402 41.0932 45.5690  0.45
32 C 36.1998 40.6636 45.0249  -0.18
33 C 37.3571 40.5669 45.9017  -0.83
34 C 37.2152 40.9780 47.2048  -0.33
35 H 34.0054 41.7922 47.5181  0.30
36 H 34.1497 41.3197 45.1308  -0.17
37 H 36.2256 40.7098 43.9300  0.27
38 H 38.1795 40.2383 45.4230  0.51
39 H 38.0824 41.1101 47.8799  0.33
40 F 35.7193 35.8779 41.5383  -0.29
41 C 34.6901 36.6868 41.9784  0.29
42 C 34.3631 37.9726 41.5631  -0.37
43 C 33.3172 38.7494 42.1445  0.40
44 C 32.4485 38.0836 43.0013  -0.20
45 C 32.7456 36.7227 43.4798  -0.89
46 C 33.9281 36.0891 43.1497  -0.50
47 H 34.8999 38.5409 40.7780  0.27
48 H 32.9609 39.6779 41.6979  0.07
49 H 31.5517 38.5834 43.3662  0.25
50 H 32.3229 36.3281 44.1914  0.58
51 H 34.3914 35.3721 43.7910  0.41
52 C 30.9698 46.3289 41.7769  -0.51
53 C 31.6685 45.1925 42.4479  -0.27
54 C 32.5802 44.5518 41.5259  -1.08
55 S 33.1626 45.9197 40.4502  1.21
56 O 32.8635 45.6628 39.0204  -0.68
57 O 34.4092 46.4874 40.8310  -0.70
58 C 31.9906 47.1784 40.9741  -0.76
59 H 30.2415 47.0734 42.4979  0.28
60 H 30.1433 45.7443 40.8592  0.19
61 H 30.9905 44.4305 42.9308  0.20
62 H 32.1283 45.5540 43.4421  0.27
63 H 32.0337 43.9750 40.8579  0.30
64 H 33.4600 44.1424 41.5137  0.85
65 H 31.7761 47.8544 39.9963  0.30
66 H 32.5588 47.8697 41.6324  0.34

=====

--- Q ---
Here is a 6-piece molecular cluster, C25H32F3NO4S overall from the Open Molecules 2025 dataset. Energies are from ωB97M-V/def2-TZVPD.

Properties
HOMO level: -9.18 eV
LUMO energy: 0.0 eV
Net charge: 0

Last column: Mulliken charge in e.
Cartesian coordinates (Å):
1 C 20.3494 -65.3532 0.0360  -1.60
2 C 19.7510 -63.9962 -0.2708  0.82
3 O 19.9336 -63.1000 0.6189  -0.56
4 N 19.1365 -63.7388 -1.5623  0.30
5 H 19.4980 -64.5052 -2.3838  -0.05
6 H 18.1573 -63.8776 -1.4648  0.36
7 C 19.3017 -62.3479 -1.9122  -1.62
8 H 19.4325 -65.9960 0.1251  0.28
9 H 20.8783 -65.1884 0.6820  0.78
10 H 20.9573 -65.5991 -0.7471  0.35
11 H 18.8650 -62.0408 -2.7604  0.53
12 H 20.1871 -62.3866 -2.2479  0.77
13 H 19.0303 -61.6101 -1.1946  0.38
14 O 20.0664 -65.2555 -3.4209  -0.64
15 H 20.7339 -65.5536 -3.8395  -0.09
16 F 16.8356 -65.5618 -9.5419  -0.31
17 C 16.8813 -65.2086 -8.2269  0.46
18 C 17.8417 -65.8557 -7.3367  -0.57
19 C 17.8193 -65.4672 -6.0087  0.33
20 C 16.8988 -64.5929 -5.5072  0.16
21 C 15.9870 -63.8362 -6.3419  -0.51
22 C 16.0223 -64.1932 -7.7904  -0.53
23 H 18.5158 -66.6750 -7.7240  0.26
24 H 18.5378 -65.5209 -5.2959  0.30
25 H 16.9704 -64.0014 -4.5585  0.00
26 H 15.5202 -62.8161 -6.0316  0.28
27 H 15.1427 -63.4343 -8.2317  0.16
28 F 22.3639 -69.7788 -9.1446  -0.29
29 C 22.5429 -68.6689 -8.3466  0.38
30 C 21.3628 -67.9906 -7.9845  -0.35
31 C 21.4410 -67.0693 -6.9688  0.43
32 C 22.5737 -66.6688 -6.3010  -0.62
33 C 23.7456 -67.3757 -6.6243  -0.89
34 C 23.6727 -68.3470 -7.5920  -0.41
35 H 20.5294 -68.4833 -8.4020  0.41
36 H 20.6197 -66.6911 -6.4380  0.00
37 H 22.4173 -65.9640 -5.5304  0.50
38 H 24.5149 -67.0461 -6.2276  0.65
39 H 24.3678 -69.2552 -7.9057  0.19
40 F 23.5814 -60.8520 -5.6842  -0.32
41 C 22.3759 -61.4759 -6.1281  0.43
42 C 21.4154 -62.0899 -5.2533  -0.45
43 C 20.3090 -62.7331 -5.7929  0.63
44 C 19.9518 -62.5031 -7.1792  -0.52
45 C 20.8611 -61.7933 -7.9976  -0.38
46 C 22.1518 -61.3231 -7.5542  -0.67
47 H 21.5891 -62.4654 -4.2645  0.31
48 H 19.5235 -63.0788 -5.1140  -0.07
49 H 19.0457 -62.8911 -7.5833  0.38
50 H 20.6509 -61.6066 -9.0827  0.29
51 H 22.9364 -61.0282 -8.2850  0.37
52 C 14.9415 -67.9623 -3.0373  -0.90
53 C 16.2154 -67.5740 -3.8635  -0.14
54 C 17.0850 -66.9276 -3.0155  -0.41
55 S 16.8774 -67.5131 -1.3409  1.29
56 O 16.4572 -66.4667 -0.3740  -0.70
57 O 17.8353 -68.5412 -1.0299  -0.70
58 C 15.3623 -68.4547 -1.6266  -0.85
59 H 14.1544 -68.7461 -3.4705  0.37
60 H 14.2519 -67.1688 -2.8644  0.35
61 H 15.7704 -66.9730 -4.8312  0.10
62 H 16.5393 -68.4382 -4.3818  0.36
63 H 16.9546 -65.9819 -2.8852  0.31
64 H 18.2778 -66.8686 -3.1831  0.15
65 H 14.7663 -68.3374 -0.6415  0.36
66 H 15.6352 -69.4321 -1.7594  0.37

=====

Which structure is the most stable? The one labeled P.

=====

--- P ---
Here is C3H5FN2S in the gas phase from the Open Molecules 2025 dataset. Energies are from ωB97M-V/def2-TZVPD.

Properties
Structure (SMILES): [H]/N=C\N(S)/C=C\F
HOMO level: -8.92 eV
LUMO energy: 0.6 eV
Net charge: 0

Last column: Mulliken charge in e.
Cartesian coordinates (Å):
1 C 0.4535 -1.2435 -0.0081  0.17
2 C 0.3808 1.1953 0.3376  -0.20
3 C 0.6776 1.3138 1.6503  -0.16
4 H -2.2157 0.2099 -1.1061  0.17
5 H 1.2078 -1.1809 0.7510  0.34
6 H -0.4318 -2.1281 -1.4249  0.22
7 H 0.4576 2.0922 -0.2529  0.31
8 H 1.0706 2.2252 2.0985  0.35
9 N -0.0439 0.0549 -0.3889  -0.14
10 N 0.1800 -2.3257 -0.5904  -0.61
11 F 0.7124 0.3023 2.5247  -0.24
12 S -1.0328 0.2727 -1.7382  -0.21

=====

--- Q ---
Here is C3H5FN2S in the gas phase from the Open Molecules 2025 dataset. Energies are from ωB97M-V/def2-TZVPD.

Properties
HOMO level (spin up / spin down): -8.79 / -8.50 eV
LUMO energy (spin up / spin down): -0.9 / -1.6 eV
Net charge: 0

Last column: Mulliken charge in e.
Cartesian coordinates (Å):
1 C -0.5240 -0.7623 -0.7605  -0.42
2 C 0.1490 0.3670 0.2747  0.36
3 C 1.5893 0.2109 0.8197  -0.98
4 N -1.8580 -0.8962 -1.0024  -0.24
5 N -2.0465 1.6702 -0.3862  -0.37
6 F -2.4865 -1.0729 0.2650  -0.16
7 S -0.5702 1.8675 0.1099  0.20
8 H -0.1896 -0.2775 -1.8162  0.34
9 H -0.0387 -1.6600 -0.5087  0.42
10 H 1.8084 -0.6483 1.6330  0.28
11 H 2.3750 -0.0058 0.0344  0.27
12 H 1.7918 1.2073 1.3373  0.32

=====

Which structure is the most stable? The one labeled P.

=====

--- P ---
Here is a 2-piece molecular cluster, C6H14Cl overall from the Open Molecules 2025 dataset. Energies are from ωB97M-V/def2-TZVPD.

Properties
Expectation value of S²: 0.75
HOMO level (spin up / spin down): -7.41 / -11.07 eV
LUMO energy (spin up / spin down): 0.6 / 0.5 eV
Spin multiplicity: 2
Net charge: 0

Last column: Mulliken charge in e.
Cartesian coordinates (Å):
1 Cl 0.2679 4.2489 4.0138  -0.24
2 H 0.3810 3.4048 3.0849  0.24
3 C -0.8717 -0.6556 0.4490  -0.86
4 C -2.1740 -0.1088 0.1151  -1.07
5 C 0.3483 -0.5087 -0.4150  2.07
6 C 0.4077 -1.7292 -1.3631  -1.49
7 C 1.6501 -0.4861 0.4058  -1.60
8 C 0.2940 0.8775 -1.0992  -1.68
9 H -0.7639 -1.3089 1.3247  0.41
10 H -2.6741 0.0015 1.0887  0.33
11 H -2.0611 0.8212 -0.4592  0.32
12 H -2.9034 -0.7004 -0.4670  0.23
13 H -0.4987 -1.8552 -1.9738  0.36
14 H 1.2872 -1.6643 -2.0245  0.35
15 H 0.4990 -2.6547 -0.7691  0.38
16 H 1.7341 0.4699 0.9430  0.35
17 H 1.7333 -1.2935 1.1436  0.38
18 H 2.4761 -0.5627 -0.3157  0.40
19 H 0.3088 1.6197 -0.2790  0.39
20 H 1.1873 1.0304 -1.7278  0.37
21 H -0.6280 1.0544 -1.6753  0.38

=====

--- Q ---
Here is a 2-piece molecular cluster, C6H14Cl overall from the Open Molecules 2025 dataset. Energies are from ωB97M-V/def2-TZVPD.

Properties
Expectation value of S²: 0.75
HOMO level (spin up / spin down): -8.51 / -11.26 eV
LUMO energy (spin up / spin down): 0.8 / -0.1 eV
Spin multiplicity: 2
Net charge: 0

Last column: Mulliken charge in e.
Cartesian coordinates (Å):
1 Cl -1.3969 3.9602 -1.7267  -0.23
2 H -0.8842 2.9060 -1.3857  0.23
3 C -0.6770 1.0418 0.2333  -1.62
4 C 0.1238 -0.1430 -0.2171  2.20
5 C -0.3479 -0.1652 -1.6782  -1.69
6 C 1.6213 0.1599 -0.0497  -1.83
7 C -0.2049 -1.4968 0.4723  -0.64
8 C -0.0044 -1.3647 1.9804  -1.12
9 H -0.3225 1.7854 0.9792  0.38
10 H -1.8325 1.0682 0.0545  0.33
11 H 0.0670 -1.0152 -2.2495  0.37
12 H -1.4529 -0.2064 -1.6881  0.40
13 H -0.0709 0.7981 -2.1297  0.37
14 H 2.2441 -0.6533 -0.4417  0.38
15 H 1.8887 1.0694 -0.5888  0.40
16 H 1.9021 0.2945 1.0017  0.41
17 H -1.2386 -1.8064 0.2379  0.33
18 H 0.4434 -2.3034 0.0768  0.36
19 H -0.4380 -2.2049 2.5495  0.37
20 H 1.0628 -1.2982 2.2572  0.27
21 H -0.4823 -0.4259 2.3124  0.32

=====

Which structure is the most stable? The one labeled P.